one:
A cluster of 2 separate species, C5H10O4 in total. Source: OMol25; level of theory: wB97M-V/def2-TZVPD.

Cartesian coordinates (Å):
O 1.289 -0.717 0.725
C 0.360 -1.385 1.056
O -0.761 -0.913 1.512
C 0.378 -2.943 0.937
O -0.903 -3.492 1.117
H -0.932 0.082 1.465
H 1.036 -3.427 1.798
H 0.701 -3.322 -0.153
H -1.490 -3.095 0.483
O 0.048 1.636 0.910
C -0.305 2.232 -0.321
C -0.524 1.379 -1.603
C 0.698 2.367 -1.518
H 0.904 1.333 0.624
H -1.108 2.939 -0.057
H -1.372 1.573 -2.149
H -0.464 0.292 -1.456
H 1.778 2.053 -1.454
H 0.668 3.405 -1.917

## Properties
Total charge ... 0
Orbital gap ... 10.231 eV
E_HOMO ... -9.53 eV
LUMO level ... 0.7 eV

two:
An isolated molecule of C5H10O4. Source: OMol25; level of theory: wB97M-V/def2-TZVPD.

Cartesian coordinates (Å):
C -0.239 2.051 0.153
C -0.592 0.574 0.303
O -1.264 0.223 -0.908
O -2.136 -0.881 -0.738
C 0.663 -0.283 0.564
C 0.331 -1.770 0.722
C 1.710 -0.140 -0.544
O 2.868 0.062 -0.312
O 1.259 -0.295 -1.788
H -1.139 2.640 -0.004
H 0.423 2.193 -0.697
H 0.264 2.400 1.050
H -1.292 0.433 1.138
H -3.016 -0.518 -0.917
H 1.124 0.078 1.488
H -0.364 -1.913 1.547
H -0.124 -2.171 -0.180
H 1.240 -2.329 0.931
H 0.284 -0.353 -1.808

## Properties
Total charge ... 0
Orbital gap ... 10.528 eV
E_HOMO ... -10.03 eV
LUMO level ... 0.5 eV

Ranked by calculated energy, most stable first: two, one.